DFT (ωB97M-V/def2-TZVPD) results for C22H22N2O2 in the gas phase in a non-equilibrium geometry.

Computed properties:
Relative energy (zero: lowest compared OMol25 entry of this formula, charge and spin): 104.5 kcal per mole
Calculated total energy: -30243.151 eV
Max |F|: 4.7 eV Å⁻¹
Kohn-Sham gap: 0.322 hartree
SMILES: O=c1[nH]oc2c1CN(CCC=C(c1ccccc1)c1ccccc1)CC2

Structure (XYZ):
```
48
Properties=species:S:1:pos:R:3:forces:R:3
C -3.45249 -2.08364 1.77585 -0.9 -1.1 -0.2
C 1.13177 -0.38865 3.43371 1.6 -0.6 0.3
C -1.08396 -2.29953 2.23423 -0.5 0.1 -0.1
C 0.94565 0.56016 1.17198 -2.0 -2.1 1.7
H 4.38633 -0.55172 4.63194 -0.4 -0.2 -0.2
C -0.56950 1.70927 -4.47844 1.0 -3.0 0.4
H 1.51144 -1.06514 -2.83964 -0.1 0.0 0.2
H -4.42028 -2.60429 1.68841 0.4 0.5 0.0
C 0.61157 -0.51383 -4.66052 -0.3 -0.3 -1.5
C -1.33396 2.61852 -5.26361 2.0 1.3 1.3
C 3.29282 -0.54699 4.61065 -1.3 0.3 0.3
H 2.21897 0.44126 -1.06032 -0.5 0.2 -0.5
C -0.21132 0.62121 -5.24999 -0.7 3.3 3.3
H 1.87992 1.08224 1.35821 -0.1 0.0 0.0
H -0.09117 -0.31303 -0.51429 -0.2 0.1 0.4
H -0.51728 1.38903 -0.21831 -0.1 -0.1 0.1
C -2.05385 -0.12768 1.74339 -1.1 -1.2 -0.4
H 0.22998 2.83555 -2.86632 -0.1 0.6 0.0
H -2.49621 -3.94670 2.26298 0.0 0.1 -0.1
H -0.63707 -0.51347 4.66162 0.5 0.2 -0.1
C 2.53814 -0.48940 3.41679 0.6 -0.2 1.1
N -1.48583 2.01358 -6.47306 -0.6 0.2 0.0
H 3.10721 -0.62636 2.50952 -0.3 0.3 -0.4
C -0.92122 -0.90759 2.02331 -0.4 -0.2 0.4
N 0.80099 0.88775 -2.61818 1.4 0.2 -0.3
H 0.18050 -1.49378 -4.96060 0.5 0.5 0.0
C 0.29826 0.66314 -0.20110 0.0 -0.2 0.9
H -4.23318 -0.10551 1.36002 0.8 -0.5 0.2
C -3.34254 -0.72515 1.58812 1.0 1.1 0.2
H -1.96407 0.93216 1.61671 0.2 0.4 0.0
C 1.30312 1.05499 -1.22733 0.6 -0.5 -1.4
O -1.50902 3.79239 -4.96427 -1.3 0.0 -0.6
C 0.65000 -0.46789 -3.13934 -0.8 0.9 0.7
C -0.19766 1.86244 -3.04830 0.5 -0.6 0.3
H 0.65388 -0.56624 6.80909 0.0 0.0 -0.5
H -1.54185 2.68156 -7.27077 0.7 -1.6 0.2
H -0.21361 -2.89743 2.55128 -0.5 0.3 -0.3
H -1.09253 1.75654 -2.45507 -0.7 0.2 0.4
C -2.35944 -2.88744 2.07788 1.3 0.8 0.4
C 0.45990 -0.47346 4.64290 -1.0 0.0 0.5
C 2.57768 -0.54671 5.81271 -1.1 0.3 0.1
H -0.27242 -0.92870 -2.75125 0.1 -0.2 0.0
C 1.14553 -0.52555 5.83199 2.0 -0.2 0.3
H 3.06403 -0.53549 6.78445 0.2 -0.1 -0.2
H 1.63797 2.07803 -1.06447 -0.1 0.3 -0.3
H 1.65595 -0.43528 -4.99081 -0.3 -0.1 -0.4
C 0.41422 -0.24235 2.19317 0.4 1.8 -3.3
O -0.69541 0.82913 -6.47495 -0.3 -0.7 -3.0
```
Positions in Å, forces in eV/Å.